--- a ---
The following is a DFT calculation (the ωB97M-V functional and the def2-TZVPD basis) of a molecular structure, C29H33Cl2N2O4P2Ti.

Values from the calculation:
highest occupied orbital energy = -10.0 eV
gap between HOMO and LUMO = 6.40 eV

ORCA input file:
```
! wB97M-V def2-TZVPD RIJCOSX def2/J DEFGRID3
* xyz 1 1
C -2.010 2.486 -2.581
H 5.165 1.219 -2.622
H -2.116 0.160 2.788
C 2.394 0.243 -4.290
P 0.175 -0.658 2.533
O 1.105 0.396 -0.890
C 1.271 3.059 1.801
H -1.309 -2.529 2.382
C -4.141 -3.292 1.025
N -2.815 1.235 -0.711
C 4.135 0.932 -2.785
H 2.333 -1.136 3.561
H 3.211 -1.864 1.299
C 3.278 0.844 -1.708
C -5.002 -1.062 1.118
H 1.452 -3.754 2.313
C -3.825 -0.587 0.522
C -2.772 -1.480 0.259
H 1.072 -0.964 4.797
C -0.251 -2.459 2.641
C -5.152 -2.402 1.396
H -0.015 4.126 -2.376
H -4.278 -4.353 1.191
O -0.450 1.899 0.677
Cl 3.848 1.151 -0.114
H -0.160 -2.766 3.687
H -1.004 1.001 3.866
C 1.933 0.491 -1.897
H -4.737 1.287 -0.015
H -0.058 -0.658 -4.437
H 0.203 -4.350 -1.294
H -2.182 1.649 -3.256
H 1.830 -3.909 -1.806
Ti -0.727 0.553 -0.584
H 3.569 5.221 0.545
O -0.757 -0.270 -2.610
H 0.956 2.598 2.727
C 1.452 -0.565 3.854
C 2.732 4.538 0.560
C 2.025 4.277 -0.591
C -2.964 -2.848 0.453
C 0.162 -0.272 -3.432
H 2.053 -0.009 -5.286
N -0.762 2.291 -1.857
H -4.066 2.520 -1.851
H 1.765 0.468 4.011
C 1.211 -4.133 -0.936
H -2.174 -3.532 0.176
H -1.560 -0.631 4.276
C 0.057 3.266 -1.705
H -2.873 3.329 -0.807
H 2.876 4.156 2.669
O -1.611 -1.027 -0.191
C -3.797 0.733 -0.053
H -2.024 3.422 -3.142
H -5.799 -0.363 1.340
H 3.401 -3.562 0.806
C 0.581 -3.405 1.752
C -1.263 0.024 3.454
H -0.005 -4.293 1.506
C 1.510 0.178 -3.203
P 1.197 -2.653 0.164
C 0.953 3.373 -0.579
H 2.290 4.766 -1.521
C -3.047 2.472 -1.464
H -6.055 -2.767 1.863
C 2.339 3.932 1.756
Cl 4.804 0.748 -5.394
H 3.533 -2.251 -0.385
C 3.692 0.636 -4.076
C 0.585 2.743 0.628
H 1.610 -5.027 -0.451
C 3.004 -2.588 0.509
*
```



--- b ---
The following is a DFT calculation (the ωB97M-V functional and the def2-TZVPD basis) of a molecular structure, C29H33Cl2N2O4P2Ti.

Values from the calculation:
highest occupied orbital energy = -10.8 eV
gap between HOMO and LUMO = 7.72 eV

ORCA input file:
```
! wB97M-V def2-TZVPD RIJCOSX def2/J DEFGRID3
* xyz 1 1
H -1.395 -0.493 -6.829
H 3.042 -2.105 -1.604
C -3.466 1.281 1.209
C 1.184 -2.518 2.110
H -3.275 0.810 2.171
H -0.845 4.526 -0.658
C -1.241 -0.593 -5.764
H -1.659 1.724 -3.266
C -1.921 2.172 -2.306
P -0.366 2.270 -1.337
H 0.874 2.510 -3.418
H -3.410 0.596 -2.303
C -3.262 -1.146 -0.101
H -1.481 3.353 0.525
C 3.108 -1.322 -0.843
C -0.996 -2.291 3.115
C 1.421 -0.032 -3.221
H 0.234 3.693 0.500
C -0.874 -0.852 -2.990
Cl 3.225 -0.594 6.177
H 3.219 0.836 -0.833
H -3.246 2.340 1.307
P -2.451 0.485 -0.082
H 4.048 -1.434 -0.301
Cl 4.378 1.123 1.256
N 1.956 -1.459 0.062
H 0.744 0.204 -5.798
C 0.908 0.755 3.207
C 2.679 0.019 4.655
C -0.614 -3.156 4.122
C -2.049 -1.311 -3.597
C 1.554 -3.385 3.146
C 1.346 0.298 4.445
O -0.703 -0.951 -1.680
H 3.116 -2.696 1.196
H -3.150 -1.511 -5.408
H -2.809 -1.778 -2.986
C -3.024 1.347 -1.613
C 0.670 -3.703 4.152
O 1.341 1.098 0.861
C 3.143 0.717 2.406
C 3.024 0.030 -1.530
C 2.141 -2.215 1.079
C 3.585 0.279 3.645
H -1.986 -1.851 3.102
C 0.784 3.079 -2.495
H 1.768 3.162 -2.031
H -1.320 -3.406 4.903
C -0.057 -0.197 -5.187
C -2.229 -1.165 -4.958
H -3.866 1.983 -1.339
Ti 0.231 -0.058 -0.267
N 1.645 0.108 -1.970
H 4.645 0.148 3.813
H 0.962 -4.370 4.951
C -0.488 1.214 3.175
C -0.096 -1.948 2.103
H -4.304 -1.045 -0.410
C 1.779 0.871 2.100
H 0.422 4.080 -2.733
O -0.455 -1.056 1.191
H -1.095 0.871 4.037
H -2.259 3.189 -2.514
H 2.555 -3.804 3.146
H -3.236 -1.547 0.912
C -0.649 3.592 -0.129
H 2.271 -0.002 -3.908
H -4.518 1.146 0.948
O -0.958 1.962 2.354
H 0.631 0.180 5.250
H -2.738 -1.836 -0.754
C 0.134 -0.306 -3.803
H 3.724 0.083 -2.367
*
```



The energy of each structure relative to the most stable one, in hartree, is as follows: a 0.0230; b 0.0000.



--- a ---
The following is a DFT calculation (the ωB97M-V functional and the def2-TZVPD basis) of a single C6H9P molecule.

Values from the calculation:
highest occupied orbital energy (spin up / spin down) = -7.5 / -7.5 eV
gap between HOMO and LUMO (spin up / spin down) = 7.42 / 7.42 eV

ORCA input file:
```
! wB97M-V def2-TZVPD RIJCOSX def2/J DEFGRID3
* xyz 0 1
H 1.708 -1.984 1.210
H 1.185 -0.064 -0.621
H 1.014 -0.914 -2.942
C 0.730 -2.108 1.608
C -0.661 0.764 -0.234
H 0.841 2.359 0.031
C -0.184 2.060 0.287
H -1.750 0.667 1.796
H 0.509 -3.175 1.526
C -0.119 -1.234 2.122
C 0.275 0.030 -1.120
H -0.767 -0.311 -2.805
H -0.668 3.044 0.348
P -0.422 0.562 1.677
C 0.131 -0.440 -2.317
H -1.822 0.745 -0.567
*
```



--- b ---
The following is a DFT calculation (the ωB97M-V functional and the def2-TZVPD basis) of a molecular structure, C6H9P.

Values from the calculation:
highest occupied orbital energy (spin up / spin down) = -7.5 / -8.0 eV
gap between HOMO and LUMO (spin up / spin down) = 6.96 / 7.80 eV

ORCA input file:
```
! wB97M-V def2-TZVPD RIJCOSX def2/J DEFGRID3
* xyz 0 1
H -0.165 2.830 0.975
H -2.775 0.651 0.656
H 1.000 -2.165 1.105
C 0.014 1.910 0.497
H -2.700 2.071 -0.023
H 1.814 -0.431 -1.366
P 2.206 0.895 0.483
C -0.186 -0.263 -0.394
C -2.316 1.063 -0.241
H -0.738 -1.188 -0.404
C -0.802 0.919 -0.050
H 2.734 -1.912 0.492
H -2.553 0.658 -1.112
H 1.568 -2.626 -0.510
C 1.274 -0.504 -0.306
C 1.625 -1.909 0.198
*
```



The energy of each structure relative to the most stable one, in hartree, is as follows: a 0.0581; b 0.0000.



--- a ---
The following is a DFT calculation (the ωB97M-V functional and the def2-TZVPD basis) of a molecular structure, C2H2N2O3.

Values from the calculation:
highest occupied orbital energy = -10.4 eV
gap between HOMO and LUMO = 10.10 eV

ORCA input file:
```
! wB97M-V def2-TZVPD RIJCOSX def2/J DEFGRID3
* xyz 0 1
O -1.920 0.412 0.674
O 0.053 -1.516 0.396
N -1.113 0.770 -0.164
N 2.194 1.110 0.415
H 0.418 -0.850 -1.315
O -1.139 1.538 -1.054
C 0.318 -0.447 -0.379
C 1.309 0.488 0.054
H -0.120 -1.506 1.371
*
```



--- b ---
The following is a DFT calculation (the ωB97M-V functional and the def2-TZVPD basis) of a molecular structure, C2H2N2O3.

Values from the calculation:
highest occupied orbital energy = -9.8 eV
gap between HOMO and LUMO = 9.75 eV

ORCA input file:
```
! wB97M-V def2-TZVPD RIJCOSX def2/J DEFGRID3
* xyz 0 1
H -0.965 1.871 0.657
H 2.274 -1.432 0.179
O -2.369 -0.618 -0.241
N -0.806 1.163 -0.041
N -0.275 -1.154 0.112
C -1.229 -0.240 -0.109
C 0.789 -0.260 -0.197
O 0.506 1.092 -0.198
O 2.075 -0.421 -0.162
*
```



--- c ---
The following is a DFT calculation (the ωB97M-V functional and the def2-TZVPD basis) of a single C2H2N2O3 molecule.

Values from the calculation:
highest occupied orbital energy = -11.1 eV
gap between HOMO and LUMO = 10.67 eV

ORCA input file:
```
! wB97M-V def2-TZVPD RIJCOSX def2/J DEFGRID3
* xyz 0 1
N -0.490 -1.258 0.394
N -0.078 0.980 0.682
O 0.009 0.644 -0.748
H 1.254 2.281 0.691
H -0.178 -0.459 2.319
O 1.275 1.368 1.107
C -0.262 -0.303 1.216
O -0.497 -1.255 -1.914
C -0.304 -0.685 -0.900
*
```



--- d ---
The following is a DFT calculation (the ωB97M-V functional and the def2-TZVPD basis) of 2 unconnected molecules or ions with the total composition C2H2N2O3.

Values from the calculation:
highest occupied orbital energy = -12.0 eV
gap between HOMO and LUMO = 10.20 eV

ORCA input file:
```
! wB97M-V def2-TZVPD RIJCOSX def2/J DEFGRID3
* xyz 0 1
O 1.271 -0.477 -1.488
C 0.440 -0.179 0.665
O -0.473 -0.661 1.460
N -0.928 2.446 -0.544
H 1.484 -0.019 0.983
N 0.369 -0.708 -0.715
O -0.650 -1.339 -0.963
H -1.214 -0.638 0.706
C -0.299 1.576 -0.104
*
```



The energy of each structure relative to the most stable one, in hartree, is as follows: a 0.0692; b 0.0000; c 0.0089; d 0.1091.



--- a ---
The following is a DFT calculation (the ωB97M-V functional and the def2-TZVPD basis) of 2 unconnected molecules or ions with the total composition C2HNO3.

Values from the calculation:
highest occupied orbital energy = 1.3 eV
gap between HOMO and LUMO = 3.28 eV

ORCA input file:
```
! wB97M-V def2-TZVPD RIJCOSX def2/J DEFGRID3
* xyz -2 1
C -5.832 -7.590 -5.344
O -4.956 -7.521 -6.121
O -8.238 -6.192 -4.413
H 9.826 8.025 2.784
O -8.230 -7.893 -2.884
C -7.772 -7.264 -3.832
N -6.565 -7.887 -4.476
*
```



--- b ---
The following is a DFT calculation (the ωB97M-V functional and the def2-TZVPD basis) of 2 unconnected molecules or ions with the total composition C2HNO3.

Values from the calculation:
highest occupied orbital energy = 2.2 eV
gap between HOMO and LUMO = 3.13 eV

ORCA input file:
```
! wB97M-V def2-TZVPD RIJCOSX def2/J DEFGRID3
* xyz -2 1
O -1.260 1.728 -0.927
C -1.685 0.676 0.246
N -1.429 -0.698 -0.053
O -2.136 1.017 1.301
H 7.634 0.773 1.806
C -0.860 -1.376 -0.837
O -0.265 -2.120 -1.535
*
```



The energy of each structure relative to the most stable one, in hartree, is as follows: a 0.0000; b 0.1099.